<1>
A 6-piece molecular cluster, C3H16O6 overall. Source: the Open Molecules 2025 dataset; level of theory: ωB97M-V/def2-TZVPD.

```
25
C3H16O6, DFT ωB97M-V/def2-TZVPD
C 2.8618 0.2781 1.2087
C 2.0394 0.3475 0.1576
C 0.8401 -0.5544 -0.0122
O -0.1492 0.2426 -0.6421
H 3.7437 0.8934 1.0830
H 2.9179 -0.5573 1.9215
H 2.1330 1.1788 -0.5716
H 1.1900 -1.3881 -0.6314
H 0.5234 -0.8960 0.9770
H -0.9390 -0.2446 -0.9080
O -0.8742 1.6538 1.6498
H -0.6644 1.3051 0.7615
H 0.0039 1.8328 2.0015
O -3.4068 0.4478 2.6146
H -2.9318 0.9954 3.2536
H -3.2679 0.9454 1.8002
O -1.5434 -1.2264 1.3264
H -1.4973 -1.8104 2.0926
H -2.1069 -0.4831 1.6128
O 0.3229 0.9846 -3.1482
H 0.3482 0.6798 -2.2138
H 0.4431 1.9342 -3.1672
O 1.1482 -2.1194 -2.9920
H 0.7286 -2.9796 -3.1148
H 0.9848 -1.4388 -3.6485
```

Results
* HOMO energy: -0.3619 Eh
* structure (SMILES): C=CCO.O.O.O.O.O
* LUMO energy: 0.59 eV
* gap between HOMO and LUMO: 10.44 eV

natural (NBO) population analysis, charges in e, atoms 1 to 6:
1. C -0.4253
2. C -0.1789
3. C -0.1424
4. O -0.7615
5. H 0.2007
6. H 0.2021

---

<2>
A 6-piece molecular cluster, C3H16O6 overall. Source: the Open Molecules 2025 dataset; level of theory: ωB97M-V/def2-TZVPD.

```
25
C3H16O6, DFT ωB97M-V/def2-TZVPD
C 0.4318 -2.2812 -1.5188
C 0.9197 -1.7773 -0.1493
C -0.1493 -2.1899 0.8487
O 0.0290 -2.8943 1.8060
H -0.1154 -3.2225 -1.4737
H 1.3074 -2.5066 -2.1300
H -0.1334 -1.5345 -2.0670
H 1.8319 -2.3005 0.1113
H 0.9772 -0.6993 0.0110
H -1.1572 -1.7976 0.6144
O 0.4995 0.6605 -3.2787
H 0.1223 1.0685 -4.0580
H 1.4073 0.9391 -3.1599
O -1.8362 1.1312 1.1281
H -2.4978 1.7919 1.3724
H -1.4016 0.9085 1.9746
O -0.1538 2.9877 0.0347
H -0.7594 3.3603 -0.6102
H -0.6447 2.2146 0.3966
O 2.0013 2.9082 -1.7645
H 1.8012 3.3128 -0.9119
H 1.5248 2.0839 -1.6238
O -1.4030 -0.5120 3.3066
H -1.6093 -1.4451 3.2022
H -0.4939 -0.3831 3.6112
```

Results
* HOMO energy: -0.3604 Eh
* structure (SMILES): CCC=O.O.O.O.O.O
* LUMO energy: 0.43 eV
* gap between HOMO and LUMO: 10.23 eV

natural (NBO) population analysis, charges in e, atoms 1 to 6:
1. C -0.6206
2. C -0.5118
3. C 0.4608
4. O -0.5564
5. H 0.2091
6. H 0.2193

---

<3>
A 6-piece molecular cluster, C3H16O6 overall. Source: the Open Molecules 2025 dataset; level of theory: ωB97M-V/def2-TZVPD.

```
25
C3H16O6, DFT ωB97M-V/def2-TZVPD
C -1.5758 2.1639 -0.9057
C -1.7901 1.1994 -1.8027
C -0.6759 0.5436 -2.5342
O 0.3043 0.1683 -1.5157
H -2.4329 2.6382 -0.4663
H -0.6097 2.5470 -0.6661
H -2.7805 0.7881 -1.9437
H -1.1326 -0.4341 -2.8545
H -0.1120 0.9679 -3.4432
H 0.4253 1.0031 -1.0431
O -0.7620 -2.4693 1.6082
H -1.0632 -2.2716 0.7177
H 0.1949 -2.5360 1.5582
O -0.2501 -0.0477 3.2597
H 0.0855 0.0513 4.1629
H -0.9417 -0.7157 3.2935
O 0.9758 2.6255 0.8356
H 0.4303 2.8830 1.5831
H 1.8815 2.4059 1.0760
O 0.6039 -3.2665 -1.4893
H 0.6999 -4.2220 -1.4181
H 0.9570 -3.0311 -2.3521
O 2.6475 0.0531 1.4873
H 2.5935 -0.4887 0.6935
H 2.3271 -0.5556 2.1590
```

Results
* HOMO energy: -0.3452 Eh
* structure (SMILES): C=CCO.O.O.O.O.O
* LUMO energy: 0.50 eV
* gap between HOMO and LUMO: 9.90 eV

natural (NBO) population analysis, charges in e, atoms 1 to 6:
1. C -0.3843
2. C -0.2137
3. C -0.1265
4. O -0.7311
5. H 0.1979
6. H 0.2100

---

Least stable = <3>

---

<1>
A 2-piece molecular cluster, C3H6N2S overall. Source: the Open Molecules 2025 dataset; level of theory: ωB97M-V/def2-TZVPD.

```
12
C3H6N2S, DFT ωB97M-V/def2-TZVPD
C -2.6709 -1.2732 -0.3239
N -1.9015 -0.2717 -0.2734
S -2.1462 1.2493 -0.7740
H -2.2431 -2.2455 0.0169
H -3.6854 -1.1777 -0.7783
H -0.8811 -0.4153 -0.1314
C 2.5109 0.9160 -0.5628
C 1.6123 -0.0870 -0.0708
N 0.8813 -0.9542 0.2587
H 1.9634 1.3167 -1.5404
H 2.6517 1.5893 0.2430
H 3.5420 0.4303 -0.7299
```

Results
* HOMO energy (spin up / spin down): -0.2841 / -0.2841 Eh
* structure (SMILES): C=[NH+][S-].CC#N
* LUMO energy (spin up / spin down): 0.59 / 0.59 eV
* gap between HOMO and LUMO (spin up / spin down): 8.32 / 8.32 eV

natural (NBO) population analysis, charges in e, atoms 1 to 6:
1. C -0.0947
2. N -0.5650
3. S -0.2134
4. H 0.1949
5. H 0.2054
6. H 0.4480

---

<2>
One molecule with the formula C3H6N2S. Source: the Open Molecules 2025 dataset; level of theory: ωB97M-V/def2-TZVPD.

```
12
C3H6N2S, DFT ωB97M-V/def2-TZVPD
C 0.3183 -1.9786 1.8593
N 0.1452 -1.1993 0.9257
N 0.4971 0.1388 1.2421
C 0.3915 1.1542 0.4873
S -0.1038 1.1852 -1.2284
C -0.8762 -0.3725 -1.6254
H 0.6475 -1.4890 2.8296
H 0.0000 -3.0607 1.6383
H 0.7748 2.1096 0.7637
H -1.5391 -0.0757 -2.4856
H -1.5424 -0.5810 -0.8062
H -0.1775 -1.2613 -1.7865
```

Results
* HOMO energy: -0.3220 Eh
* structure (SMILES): C=N/N=C\SC
* LUMO energy: 0.77 eV
* gap between HOMO and LUMO: 9.54 eV

natural (NBO) population analysis, charges in e, atoms 1 to 6:
1. C -0.0622
2. N -0.3097
3. N -0.3655
4. C -0.0233
5. S 0.2138
6. C -0.7584

---

Least stable = <2>

---

<1>
One molecule with the formula C3H6N2S. Source: the Open Molecules 2025 dataset; level of theory: ωB97M-V/def2-TZVPD.

```
12
C3H6N2S, DFT ωB97M-V/def2-TZVPD
S -0.9378 1.9195 -0.4051
N -1.4737 0.4273 -1.0364
C -0.9129 -0.6890 -0.7867
N 0.2095 -1.1090 -0.0219
C 1.4087 -0.2770 0.0797
C 0.5259 -0.4541 1.2491
H -1.8809 2.6392 -1.0156
H -1.3940 -1.5453 -1.2883
H 1.4054 0.7006 -0.4023
H 2.3293 -0.8664 -0.0089
H -0.0761 0.3760 1.5809
H 0.7967 -1.1220 2.0554
```

Results
* HOMO energy: -0.3321 Eh
* structure (SMILES): S/N=C\N1CC1
* LUMO energy: 0.81 eV
* gap between HOMO and LUMO: 9.85 eV

natural (NBO) population analysis, charges in e, atoms 1 to 6:
1. S 0.1437
2. N -0.5774
3. C 0.2614
4. N -0.4684
5. C -0.2503
6. C -0.2488

---

<2>
One molecule with the formula C3H6N2S. Source: the Open Molecules 2025 dataset; level of theory: ωB97M-V/def2-TZVPD.

```
12
C3H6N2S, DFT ωB97M-V/def2-TZVPD
C -2.9081 0.3840 0.0391
C -1.5231 0.4148 -0.2559
S -0.8655 -1.1547 -0.1339
C 0.9516 -0.9800 -0.2071
N 1.4747 0.1323 -0.2081
N 2.8034 0.2227 -0.0211
H -3.5672 -0.5179 0.2062
H -3.2848 1.3393 0.2340
H -0.9580 1.3193 -0.3821
H 1.5060 -1.9929 0.2925
H 3.2218 -0.5763 0.5104
H 3.1493 1.4092 -0.0740
```

Results
* HOMO energy: -0.2792 Eh
* structure (SMILES): C=CS/C=N/N
* LUMO energy: 0.84 eV
* gap between HOMO and LUMO: 8.44 eV

natural (NBO) population analysis, charges in e, atoms 1 to 6:
1. C -0.4287
2. C -0.3850
3. S 0.2836
4. C -0.1078
5. N -0.2800
6. N -0.6754

---

Least stable = <2>

---

<1>
One molecule with the formula C3H6N2S. Source: the Open Molecules 2025 dataset; level of theory: ωB97M-V/def2-TZVPD.

```
12
C3H6N2S, DFT ωB97M-V/def2-TZVPD
H 0.5674 -1.3331 -1.2604
N 0.7421 -0.5145 -1.9679
C 0.3206 0.6099 -1.2374
N -0.1862 0.2245 0.0724
C 0.4740 -0.8648 0.7904
C -1.0404 1.1476 0.6847
S -1.8711 2.5201 0.3061
H 0.0919 1.4761 -1.8296
H 0.0274 -1.2301 1.7628
H 0.4492 -1.6791 0.1356
H 1.5594 -1.0365 0.8354
H -1.1343 0.6798 1.7078
```

Results
* HOMO energy: -0.3277 Eh
* structure (SMILES): [H]/N=C\N(C)C=S
* LUMO energy: -0.17 eV
* gap between HOMO and LUMO: 8.75 eV

natural (NBO) population analysis, charges in e, atoms 1 to 6:
1. H 0.3003
2. N -0.5917
3. C 0.2247
4. N -0.4483
5. C -0.4323
6. C -0.0667

---

<2>
One molecule with the formula C3H6N2S. Source: the Open Molecules 2025 dataset; level of theory: ωB97M-V/def2-TZVPD.

```
12
C3H6N2S, DFT ωB97M-V/def2-TZVPD
S 2.4105 0.1379 -0.0691
C 0.6614 0.1137 0.5328
C -0.1952 1.3010 0.1399
N -1.4362 1.0632 -0.1050
N -1.5492 -0.3656 -0.0752
C -0.2799 -1.0489 0.0835
H 2.0479 0.3918 -1.3669
H 0.7752 0.1051 1.6027
H 0.1261 2.3660 0.0574
H -2.2921 -0.8059 -0.6495
H 0.0865 -1.3540 -0.9419
H -0.3550 -1.9043 0.7912
```

Results
* HOMO energy: -0.3101 Eh
* structure (SMILES): S[C@H]1C=NNC1
* LUMO energy: 0.84 eV
* gap between HOMO and LUMO: 9.28 eV

natural (NBO) population analysis, charges in e, atoms 1 to 6:
1. S -0.0238
2. C -0.3853
3. C -0.0162
4. N -0.1853
5. N -0.5020
6. C -0.2445

---

<3>
C3H6N2S as an isolated structure. Source: the Open Molecules 2025 dataset; level of theory: ωB97M-V/def2-TZVPD.

```
12
C3H6N2S, DFT ωB97M-V/def2-TZVPD
C 0.3403 0.1215 0.6318
C -0.6427 1.1988 0.2966
C -0.6289 -1.0807 0.5251
H 1.5472 -1.2733 -1.3662
H 0.5938 0.1514 1.7656
H -0.0656 2.0785 -0.0884
H -1.3005 1.6065 1.1304
H -2.5729 0.7859 -1.0453
H -0.3799 -2.1477 0.8444
N -1.6408 0.4356 -0.5744
N -1.6870 -0.8527 -0.2729
S 1.9413 0.0175 -0.2519
```

Results
* HOMO energy: -0.2993 Eh
* LUMO energy: 0.17 eV
* gap between HOMO and LUMO: 8.32 eV

natural (NBO) population analysis, charges in e, atoms 1 to 6:
1. C -0.4455
2. C -0.2668
3. C -0.0927
4. H 0.1642
5. H 0.2513
6. H 0.2303

---

<4>
One molecule with the formula C3H6N2S. Source: the Open Molecules 2025 dataset; level of theory: ωB97M-V/def2-TZVPD.

```
12
C3H6N2S, DFT ωB97M-V/def2-TZVPD
H 0.2671 -0.8047 -1.6838
N -0.1369 -1.2419 -0.8808
C -0.0955 -0.5154 0.1661
C -0.4987 -0.9389 1.5023
C -0.7977 -2.2097 1.7841
N 0.2983 0.8516 0.2323
S 0.4672 1.7372 -1.2674
H -0.4658 -0.1352 2.2207
H -1.0734 -2.5550 2.7845
H -0.6472 -2.8868 0.9470
H -0.1093 1.2973 1.0355
H 1.7744 2.0060 -1.2002
```

Results
* HOMO energy: -0.3437 Eh
* structure (SMILES): [H]/N=C(/C=C)NS
* LUMO energy: 0.65 eV
* gap between HOMO and LUMO: 10.00 eV

natural (NBO) population analysis, charges in e, atoms 1 to 6:
1. H 0.3517
2. N -0.6938
3. C 0.3877
4. C -0.2762
5. C -0.3040
6. N -0.7621

---

Least stable = <3>

---

<1>
One molecule with the formula C3H6N2S. Source: the Open Molecules 2025 dataset; level of theory: ωB97M-V/def2-TZVPD.

```
12
C3H6N2S, DFT ωB97M-V/def2-TZVPD
N -2.0218 -0.1069 -0.0997
N -0.7733 0.0664 0.4867
C -0.3311 0.7770 1.6813
C 1.1091 0.5723 1.1605
C 0.4542 -0.0147 -0.1011
S 0.8910 -0.6104 -1.5808
H -1.9018 -0.2341 -1.1498
H -2.3514 -1.0069 0.2550
H -0.5635 0.1670 2.5420
H -0.6837 1.8080 1.8341
H 1.7294 1.4982 1.0396
H 1.6877 -0.1911 1.6195
```

Results
* HOMO energy: -0.3116 Eh
* structure (SMILES): NN1CCC1=S
* LUMO energy: 0.81 eV
* gap between HOMO and LUMO: 9.29 eV

natural (NBO) population analysis, charges in e, atoms 1 to 6:
1. N -0.6391
2. N -0.2407
3. C -0.2025
4. C -0.4658
5. C 0.1169
6. S -0.1811

---

<2>
A 2-piece molecular cluster, C3H6N2S overall. Source: the Open Molecules 2025 dataset; level of theory: ωB97M-V/def2-TZVPD.

```
12
C3H6N2S, DFT ωB97M-V/def2-TZVPD
C 2.0549 0.4437 0.3797
C -0.7816 -0.7157 0.2239
C -0.2252 0.5490 0.6751
N 2.9745 -0.1662 0.0576
N -0.6478 -1.0494 -1.2134
S -0.8379 2.0643 -0.1109
H -0.4613 -1.6704 0.7400
H -1.8383 -0.6164 0.3267
H -0.3359 0.6896 1.7293
H -0.0613 -1.8843 -1.2250
H -0.2209 -0.2668 -1.7030
H 0.3809 2.6226 0.1200
```

Results
* HOMO energy: -0.3706 Eh
* LUMO energy: -1.56 eV
* gap between HOMO and LUMO: 8.52 eV

natural (NBO) population analysis, charges in e, atoms 1 to 6:
1. C 0.0980
2. C -0.3593
3. C -0.0783
4. N -0.4645
5. N -0.8239
6. S 0.0205

---

Least stable = <2>

---

<1>
A 2-piece molecular cluster, C3H6N2S overall. Source: the Open Molecules 2025 dataset; level of theory: ωB97M-V/def2-TZVPD.

```
12
C3H6N2S, DFT ωB97M-V/def2-TZVPD
C 2.5837 -0.0248 0.1094
C -0.1688 0.6393 0.5779
C 0.2015 -0.4301 -0.3826
N 3.6506 -0.0483 0.5335
N 0.2030 -0.3322 -1.7332
S 0.0103 -2.1127 0.1018
H -1.1065 0.4924 1.0521
H -0.4349 1.5912 -0.0005
H 0.7043 0.8060 1.2055
H 0.7170 0.3549 -2.2567
H -0.1097 -1.1599 -2.1707
H 0.0632 -1.8326 1.3196
```

Results
* HOMO energy: -0.3363 Eh
* LUMO energy: -0.71 eV
* gap between HOMO and LUMO: 8.44 eV

natural (NBO) population analysis, charges in e, atoms 1 to 6:
1. C -0.1425
2. C -0.7318
3. C 0.3148
4. N -0.5559
5. N -0.7751
6. S 0.1454

---

<2>
One molecule with the formula C3H6N2S. Source: the Open Molecules 2025 dataset; level of theory: ωB97M-V/def2-TZVPD.

```
12
C3H6N2S, DFT ωB97M-V/def2-TZVPD
C -0.9956 0.4205 0.0971
C -0.6521 -0.9259 -0.6282
C 0.4404 0.9085 0.4816
N 1.2744 -0.3418 0.2604
N 0.7080 -1.3039 -0.2412
S 1.6436 1.4858 -0.7948
H -1.5812 1.1324 -0.4666
H -1.5409 0.1090 1.0396
H -1.2494 -1.6917 -0.1591
H -0.7561 -0.7223 -1.6539
H 0.4426 1.3570 1.4856
H 2.2662 -0.4276 0.5796
```

Results
* HOMO energy (spin up / spin down): -0.2845 / -0.2844 Eh
* LUMO energy (spin up / spin down): 0.26 / 0.26 eV
* gap between HOMO and LUMO (spin up / spin down): 8.00 / 8.00 eV

natural (NBO) population analysis, charges in e, atoms 1 to 6:
1. C -0.4460
2. C -0.2836
3. C -0.1815
4. N -0.1750
5. N -0.1871
6. S -0.2966

---

Least stable = <2>